Computed, not measured: a structure of composition C34H33BCoN5O2 at a distorted geometry, with the ωB97M-V functional and the def2-TZVPD basis.

The gap between HOMO and LUMO (alpha / beta) comes out at 0.268 / 0.213 Ha. The multiplicity is 5. As for the net charge: 0. The LUMO energy (alpha / beta) is 0.0238 / -0.0309 hartree.

Last column: Mulliken charge in e.
Positions of all 76 atoms, in Å:
Co  0.65101  0.68657  0.04461  -0.1474
C  -0.69951  3.06247  -1.20784  -1.0895
N  -1.27443  1.75037  -0.79505  1.3810
C  -1.87703  1.01708  -1.87243  -1.2329
C  -2.19272  1.87591  0.30935  0.1617
C  -3.58105  1.98966  0.19268  -0.1764
C  -4.29841  2.36325  1.27891  -0.8040
C  -3.64039  2.58438  2.53305  -0.9112
C  -2.28557  2.37339  2.71765  -0.2988
C  -1.53289  2.14147  1.58342  -0.5519
N  -0.17294  1.87167  1.56112  0.4954
C  0.70920  2.22111  2.54307  -0.0438
C  0.73877  3.41315  3.22597  -0.0619
C  1.91316  3.67751  4.02438  -0.8580
C  2.96958  2.84072  4.01853  -0.6587
C  2.95889  1.62790  3.24401  -0.6390
C  1.79400  1.22346  2.68377  0.3954
N  1.53209  -0.03027  2.03807  0.8980
C  0.31693  -0.80192  2.56408  -1.0703
C  2.76134  -0.94745  1.99613  -1.4874
H  -1.54916  3.63361  -1.64056  0.3736
H  0.03372  3.00568  -2.03341  0.2066
H  -0.20195  3.57777  -0.40346  0.2276
H  -2.56973  1.66795  -2.45868  0.3701
H  -2.43164  0.14976  -1.53937  0.3739
H  -1.02725  0.56246  -2.51944  0.0375
H  -4.06532  1.72305  -0.75580  0.3303
H  -5.35992  2.37430  1.20124  0.4486
H  -4.17586  2.74174  3.44480  0.3803
H  -1.83281  2.20635  3.71483  0.4305
H  -0.12627  4.09229  3.08969  0.4354
H  2.03701  4.51695  4.69885  0.3582
H  3.87099  3.09773  4.56181  0.3982
H  3.83031  0.97491  3.28865  0.4107
H  0.57116  -1.30246  3.50087  0.3763
H  0.03791  -1.57923  1.80028  0.2808
H  -0.45596  -0.06073  2.83203  0.2412
H  3.13856  -1.30870  3.00506  0.3077
H  3.50492  -0.39662  1.41672  0.4816
H  2.55072  -1.84372  1.44527  0.2803
C  5.16966  0.91730  -3.62737  -0.6493
C  3.89649  1.65078  -3.78805  -0.4987
C  2.80821  1.45340  -2.92677  -0.1277
C  2.76733  0.43754  -1.98746  0.1893
C  4.01541  -0.23106  -1.74064  0.0011
C  5.19718  0.20322  -2.41384  -0.7069
N  1.44932  -0.07173  -1.57171  0.1309
N  1.22666  -1.30228  -1.20745  0.3554
C  0.98156  -2.22480  -2.23811  0.1643
C  1.75829  -2.28857  -3.45036  -0.2208
C  1.44855  -3.16362  -4.47556  -0.7760
C  0.45592  -4.09730  -4.27195  -0.6868
C  -0.24905  -4.09294  -3.06333  -0.5674
C  -0.07311  -3.17917  -2.02945  0.3004
H  5.99616  0.99931  -4.34131  0.4270
H  3.83356  2.55858  -4.43495  0.3101
H  1.90526  2.06688  -3.12878  0.1264
H  4.03944  -1.02118  -0.97716  0.4321
H  6.14395  -0.18471  -2.03287  0.3521
H  2.61428  -1.62014  -3.49052  0.3290
H  1.95132  -3.13095  -5.44553  0.3973
H  0.10323  -4.84227  -5.01683  0.3229
H  -0.95981  -4.92087  -2.86207  0.3122
O  -2.67793  -2.87436  -1.40340  -0.6593
B  -1.26238  -3.15762  -1.01699  0.8819
O  -1.31363  -3.66844  0.26526  -0.6203
C  -2.61485  -3.32322  0.78316  0.5472
C  -3.02377  -3.20733  2.13626  -0.8312
C  -4.30347  -2.70894  2.32757  -0.5614
C  -5.06546  -2.28395  1.28580  -0.3174
C  -4.69727  -2.34691  -0.04356  -0.6980
C  -3.43844  -2.90816  -0.25762  0.7004
H  -2.55013  -3.69977  2.94603  0.4895
H  -4.61442  -2.51252  3.37225  0.3393
H  -6.06791  -1.94565  1.61182  0.3079
H  -5.41963  -2.05210  -0.81738  0.4547


Computed, not measured: the molecule C5H8O2 at a distorted geometry, with the ωB97M-V functional and the def2-TZVPD basis.

The gap between HOMO and LUMO comes out at 0.389 Ha. Its SMILES is O[C@H]1C[C@@]2(O)C[C@@H]12. The energy relative to the best compared isomer or geometry (same formula, charge and spin) comes out at 54.5 kcal/mol. As for the net charge: 0. The LUMO energy is 0.0292 hartree.

Last column: Mulliken charge in e.
Positions of all 15 atoms, in Å:
O  2.31531  0.15788  -0.34127  -0.5331
C  1.21190  0.32534  0.50689  -0.0741
C  0.07649  1.29282  0.05651  -0.7078
C  -0.87230  0.11329  0.06718  0.7270
O  -2.20298  0.18680  0.46879  -0.5411
C  -0.49040  -1.13073  -0.65733  -0.9342
C  0.18767  -0.81580  0.64783  -0.3836
H  2.00411  -0.23250  -1.16399  0.3175
H  1.63174  0.62177  1.47201  0.3849
H  -0.19856  1.96060  0.88018  0.2498
H  0.22162  1.88044  -0.85765  0.2690
H  -2.73685  0.24496  -0.33496  0.3566
H  -1.40117  -1.72448  -0.49568  0.3272
H  0.02472  -1.23486  -1.61958  0.1941
H  0.15580  -1.48040  1.50500  0.3477


| no. | calculated total energy (eV) |
| --- | --- |
| 1 | -85639.4528 |
| 2 | -9407.4695 |